Run A
The following is a quantum chemistry calculation of a structure of composition C3H6N2O2, from the OMol25 dataset.

Computed properties:
orbital gap = 9.559 eV
E_HOMO = -9.20 eV
spin multiplicity = 1

Atoms and positions in Å:
C1 1.199 1.426 -0.750
O1 1.205 0.042 -0.388
C2 0.010 -0.493 -0.178
N1 -1.094 -0.155 -0.725
N2 0.075 -1.576 0.805
C3 -0.939 -0.884 1.550
O2 -2.076 -0.906 1.159
H1 2.188 1.792 -0.472
H2 0.419 1.957 -0.190
H3 1.031 1.569 -1.819
H4 -1.049 -0.138 -1.724
H5 -0.407 -2.378 0.367
H6 -0.561 -0.255 2.365

---

Run B
The following is a quantum chemistry calculation of the molecule C3H6N2O2, from the OMol25 dataset.

Computed properties:
orbital gap = 10.882 eV
structure (SMILES) = CNC(=O)NC=O
E_HOMO = -10.23 eV
spin multiplicity = 1

Atoms and positions in Å:
C1 1.507 0.385 -1.536
N1 0.335 -0.291 -0.812
C2 0.052 0.451 0.280
O1 0.675 1.483 0.460
N2 -0.921 0.144 1.240
C3 -1.778 -0.901 1.457
O2 -2.534 -0.944 2.399
H1 1.531 1.495 -1.503
H2 1.450 0.101 -2.575
H3 2.453 0.092 -1.064
H4 -0.113 -1.203 -0.971
H5 -0.943 0.885 1.930
H6 -1.714 -1.698 0.697

---

Run C
The following is a quantum chemistry calculation of the molecule C3H6N2O2, from the OMol25 dataset.

Computed properties:
orbital gap = 8.103 eV
structure (SMILES) = [H]/N=C/O/C=C(\[NH3+])[O-]
E_HOMO = -7.46 eV
spin multiplicity = 1

Atoms and positions in Å:
H1 -1.087 -0.599 -2.393
N1 -0.698 -0.382 -1.479
C1 -0.132 -1.401 -0.969
O1 0.440 -1.422 0.238
C2 -0.049 -0.582 1.282
C3 -0.416 0.727 1.095
N2 0.716 1.350 0.106
O2 -1.170 1.541 1.584
H2 0.008 -2.359 -1.479
H3 -0.406 -1.147 2.123
H4 0.847 2.342 0.305
H5 0.472 1.167 -0.874
H6 1.476 0.764 0.459

---

run B has the most favorable energy; the next structure is 244.1 kJ/mol above.

---

Run A
The following is a quantum chemistry calculation of the molecule C3H6N2O2, from the OMol25 dataset.

Computed properties:
orbital gap = 10.053 eV
structure (SMILES) = ONC1=NCCO1
E_HOMO = -9.21 eV
spin multiplicity = 1

Atoms and positions in Å:
O1 2.881 0.301 0.001
N1 1.955 -0.728 -0.223
C1 0.652 -0.290 -0.134
N2 0.285 0.930 -0.104
C2 -1.168 0.916 -0.109
C3 -1.540 -0.572 0.043
O2 -0.279 -1.259 -0.126
H1 2.336 1.083 0.235
H2 2.161 -1.480 0.431
H3 -1.557 1.538 0.717
H4 -1.566 1.337 -1.040
H5 -2.223 -0.944 -0.719
H6 -1.937 -0.831 1.029

---

Run B
The following is a quantum chemistry calculation of the molecule C3H6N2O2, from the OMol25 dataset.

Computed properties:
orbital gap = 9.299 eV
structure (SMILES) = N/C=N/CC(=O)O
E_HOMO = -8.54 eV
spin multiplicity = 1

Atoms and positions in Å:
N1 1.483 0.990 0.262
C1 0.442 0.122 0.371
N2 -0.289 -0.195 -0.619
C2 -1.406 -1.032 -0.430
C3 -2.674 0.186 0.052
O1 -3.691 -0.406 0.118
O2 -2.344 1.430 0.010
H1 2.359 0.670 0.646
H2 1.666 1.173 -0.774
H3 0.441 -0.363 1.342
H4 -1.793 -1.690 -1.267
H5 -1.394 -1.578 0.506
H6 -1.475 1.619 -0.246

---

run B has the most favorable energy; the next structure is 37.8 kJ/mol above.

---

Run A
The following is a quantum chemistry calculation of the molecule C3H6N2O2, from the OMol25 dataset.

Computed properties:
orbital gap = 10.147 eV
structure (SMILES) = NC(=O)CNC=O
E_HOMO = -9.68 eV
spin multiplicity = 1

Atoms and positions in Å:
N1 -0.426 -1.498 1.738
C1 -0.060 -1.051 0.463
O1 0.101 -1.783 -0.491
C2 -0.245 0.517 0.342
N2 0.539 1.217 -0.652
C3 0.659 0.725 -1.981
O2 1.419 1.351 -2.771
H1 -0.567 -2.420 2.166
H2 -0.905 -0.785 2.277
H3 -0.082 1.047 1.354
H4 -1.410 0.691 0.193
H5 1.188 1.924 -0.420
H6 -0.211 0.065 -2.218

---

Run B
The following is a quantum chemistry calculation of the molecule C3H6N2O2, from the OMol25 dataset.

Computed properties:
orbital gap = 10.204 eV
structure (SMILES) = O=CN/N=C\CO
E_HOMO = -9.63 eV
spin multiplicity = 1

Atoms and positions in Å:
O1 3.129 -0.885 -0.206
C1 2.078 -0.413 0.137
N1 1.580 0.710 -0.550
N2 0.456 1.359 0.013
C2 -0.700 0.754 0.137
C3 -1.272 -0.576 -0.041
O2 -2.578 -0.554 -0.477
H1 1.441 -0.776 1.064
H2 2.285 1.390 -0.832
H3 -1.362 1.492 0.385
H4 -0.723 -1.236 -0.769
H5 -1.317 -1.133 0.932
H6 -3.017 -0.132 0.208

---

Run C
The following is a quantum chemistry calculation of a structure of composition C3H6N2O2, from the OMol25 dataset.

Computed properties:
orbital gap = 10.640 eV
E_HOMO = -9.92 eV
spin multiplicity = 1

Atoms and positions in Å:
C1 -1.734 0.205 0.041
C2 -0.030 1.078 -0.383
C3 0.300 -1.438 0.159
N1 -1.346 1.572 -0.064
N2 -0.483 -0.276 -0.135
O1 -2.760 -0.338 0.230
O2 0.904 1.664 0.500
H1 0.437 1.382 -1.386
H2 0.502 -1.752 -0.863
H3 1.257 -1.383 0.696
H4 -0.382 -2.174 0.660
H5 -1.738 1.993 -0.883
H6 0.740 1.811 1.437

---

Run D
The following is a quantum chemistry calculation of the molecule C3H6N2O2, from the OMol25 dataset.

Computed properties:
orbital gap = 10.694 eV
structure (SMILES) = [H]/N=C(/NC=O)OC
E_HOMO = -10.04 eV
spin multiplicity = 1

Atoms and positions in Å:
H1 1.254 0.183 -1.298
N1 0.449 -0.414 -1.140
C1 -0.232 -0.077 -0.126
N2 -1.398 -0.735 0.238
C2 -1.933 -1.819 -0.425
O1 -2.914 -2.404 -0.026
O2 -0.017 0.902 0.784
C3 1.296 1.432 0.846
H2 -1.846 -0.447 1.097
H3 -1.367 -2.077 -1.331
H4 1.294 2.120 1.691
H5 1.558 1.975 -0.068
H6 2.019 0.628 1.020

---

run D has the most favorable energy; the next structure is 35.1 kJ/mol above.